# 1
{
  "formula": "C3H3IO",
  "method": "the ωB97M-V functional and the def2-TZVPD basis",
  "elements": ["I", "O", "C", "C", "C", "H", "H", "H"],
  "positions_angstrom": [[-2.4783, -0.1296, 0.1766], [-0.7256, -2.0613, -2.2684], [-0.6156, -1.2546, -1.3929], [-0.4692, -0.5123, -0.3261], [0.9297, 0.9624, 0.8982], [1.7177, 0.0885, 0.8972], [0.5192, 1.1992, 1.8041], [1.1221, 1.7077, 0.2113]],
  "forces_ev_per_angstrom": [[-0.2, 0.2, 0.3], [0.2, 2.0, 1.8], [1.1, -1.8, -1.5], [0.2, 2.1, 1.5], [1.8, -6.2, -2.9], [-1.6, 2.2, 0.2], [-1.6, 0.2, 1.9], [0.1, 1.4, -1.4]],
  "e_above_lowest_ev": 3.538,
  "lumo_energy_ev": [-1.5226, -1.5233],
  "homo_ev": [-8.35, -8.35]
}



# 2
{
  "formula": "C10H16Cl3N3O3Pt",
  "method": "the ωB97M-V functional and the def2-TZVPD basis",
  "elements": ["Pt", "Cl", "Cl", "Cl", "O", "O", "O", "N", "N", "N", "C", "C", "C", "C", "C", "C", "C", "C", "C", "C", "H", "H", "H", "H", "H", "H", "H", "H", "H", "H", "H", "H", "H", "H", "H", "H"],
  "positions_angstrom": [[1.0762, -0.1411, 0.2643], [5.0893, -1.7763, 3.4494], [6.3282, -0.6546, 1.0706], [5.3471, -3.3952, 1.0414], [-0.0495, 0.0684, 1.9307], [1.0034, 0.5308, -1.6733], [-0.0825, 1.9293, 0.1618], [-0.3080, 1.4126, 3.7165], [1.6656, 2.2561, -2.9668], [2.7664, -0.9973, 0.8563], [1.7120, 3.6997, -3.2444], [1.1299, 1.7839, -1.8812], [-0.4125, 0.2767, 4.6453], [2.1533, 1.3727, -4.0366], [-0.1399, 2.4389, 1.4877], [-0.5376, 2.7424, 4.2999], [0.5402, 2.7316, -0.8318], [-0.1375, 1.2403, 2.4404], [5.1266, -1.7815, 1.6909], [3.8008, -1.3058, 1.2258], [-1.0529, 3.0214, 1.6320], [0.7621, 4.0376, -3.6581], [0.7207, 3.0812, 1.7006], [-1.3981, 0.3017, 5.1075], [-0.1884, 3.3961, -1.3017], [0.0408, 3.5025, 3.7816], [-0.2128, 2.7117, 5.3358], [2.0336, 0.3371, -3.7430], [3.2013, 1.5983, -4.2226], [1.9523, 4.2621, -2.3454], [-1.5984, 2.9906, 4.2693], [2.4952, 3.8735, -3.9760], [1.5738, 1.5724, -4.9366], [-0.2813, -0.6541, 4.1075], [0.3504, 0.3862, 5.4134], [1.3399, 3.3413, -0.3986]],
  "forces_ev_per_angstrom": [[-0.9, 2.2, 0.2], [0.0, 0.0, 0.0], [0.0, 0.0, 0.0], [0.0, 0.0, 0.0], [0.7, -1.0, 0.9], [1.0, -0.6, -0.8], [0.1, -0.8, -0.1], [-0.1, 0.1, 0.0], [-0.1, 0.2, 0.0], [-0.7, 0.1, -0.1], [-0.1, -0.1, 0.0], [-0.2, -0.2, 0.4], [0.0, 0.0, 0.0], [0.0, 0.0, 0.0], [0.1, 0.0, 0.3], [0.0, -0.1, 0.0], [0.2, 0.2, -0.2], [0.0, 0.1, -0.5], [-0.2, 0.1, -0.1], [0.0, -0.3, 0.0], [0.0, 0.0, -0.1], [0.0, 0.0, 0.0], [0.0, 0.0, -0.1], [0.0, 0.0, 0.0], [0.0, 0.0, 0.1], [0.0, 0.0, 0.0], [0.0, 0.0, 0.0], [0.0, 0.0, 0.0], [0.0, 0.0, 0.0], [0.0, 0.0, 0.0], [0.0, 0.0, 0.0], [0.0, 0.0, 0.0], [0.0, 0.0, 0.0], [0.0, 0.0, 0.0], [0.0, 0.0, 0.0], [0.0, 0.0, 0.1]],
  "e_above_lowest_ev": 0.000,
  "lumo_energy_ev": -8.5215,
  "charge": 2,
  "homo_ev": -16.35
}



# 3
{
  "formula": "C5H24O9S",
  "method": "the ωB97M-V functional and the def2-TZVPD basis",
  "elements": ["S", "O", "O", "O", "O", "O", "O", "O", "O", "O", "C", "C", "C", "C", "C", "H", "H", "H", "H", "H", "H", "H", "H", "H", "H", "H", "H", "H", "H", "H", "H", "H", "H", "H", "H", "H", "H", "H", "H"],
  "positions_angstrom": [[-0.9229, -2.0786, 1.4722], [0.7240, 1.1553, -1.8290], [2.2580, 2.5056, 1.9505], [-1.6776, 0.4387, -3.0433], [-2.6142, 2.6730, -1.7482], [-3.5004, -0.1447, 1.4363], [3.2250, -1.8538, -0.1821], [1.7583, 0.3516, -0.0745], [0.9047, 3.0556, -0.1758], [-1.3274, 1.5577, 2.6538], [0.8133, -1.1790, -1.7052], [1.1190, 0.1352, -1.0812], [-0.1305, -2.9076, 0.1280], [-0.3663, -2.0922, -1.2671], [0.4807, -1.1889, 2.4553], [-2.0005, 0.9167, 2.7310], [-0.6210, -3.8546, -0.1686], [-1.3396, 1.6018, 1.6335], [-1.1213, 0.0414, -3.6698], [1.3524, -1.3728, 2.0371], [0.3632, -1.4161, 3.6354], [1.5855, 1.8757, 2.3469], [1.6446, -1.9620, -1.4940], [-4.4161, -0.7611, 1.2697], [-0.9742, 0.5915, -2.4066], [1.1244, 2.4510, 0.4959], [0.8688, 3.9147, 0.0670], [-0.2837, -2.7854, -2.1193], [0.7319, 2.1315, -1.2961], [-1.2842, -1.6689, -1.2146], [3.0780, -2.5601, 0.4651], [0.9317, -3.1510, 0.2105], [3.1954, 2.1563, 1.9523], [-1.9915, 2.3131, -1.2066], [3.0175, -1.0048, 0.2507], [-3.4574, 0.5422, 0.6662], [0.3209, -0.1083, 2.2702], [-2.2961, 2.7827, -2.6245], [0.8276, -1.1015, -2.8211]],
  "forces_ev_per_angstrom": [[0.9, 0.6, 1.7], [-1.0, 2.0, 0.5], [0.2, -0.9, 0.8], [-0.8, 0.4, 1.0], [-3.7, 2.0, -0.6], [-3.5, -0.7, -2.3], [0.6, -0.5, 0.6], [-0.1, -0.3, 1.0], [-1.2, -3.0, -3.8], [1.2, 1.3, -3.1], [1.4, -2.8, -0.4], [0.5, 0.7, -0.5], [-0.1, 0.3, -3.4], [3.7, -1.6, 0.6], [-5.6, 0.9, 3.0], [-1.5, -1.5, 0.7], [-0.1, 0.2, 1.1], [0.4, 0.3, 2.3], [0.7, -1.1, -2.1], [4.2, -1.5, -1.6], [0.5, 0.4, -3.0], [1.9, 0.7, -0.3], [-0.8, 2.1, -0.3], [4.0, 2.9, 0.5], [-0.1, 0.6, 0.6], [1.2, -0.7, 1.8], [-0.1, 4.0, 1.5], [-0.7, -0.3, 0.5], [0.5, -2.2, -0.9], [-2.9, 1.4, -0.1], [0.2, 0.4, -0.1], [-0.2, 0.2, 0.4], [-2.1, 0.0, 0.2], [2.9, -1.5, 1.8], [-0.2, -0.4, -0.2], [-0.6, -2.1, 1.9], [-0.2, -0.7, 0.5], [0.7, -0.3, -0.9], [-0.3, 0.4, 0.9]],
  "smiles": "CSCCCC(=O)O.O.O.O.O.O.O.O",
  "lumo_energy_ev": 0.1763,
  "homo_ev": -8.44
}



# 4
{
  "formula": "C18H54O9",
  "method": "the ωB97M-V functional and the def2-TZVPD basis",
  "elements": ["O", "O", "O", "O", "O", "O", "O", "O", "O", "C", "C", "C", "C", "C", "C", "C", "C", "C", "C", "C", "C", "C", "C", "C", "C", "C", "C", "H", "H", "H", "H", "H", "H", "H", "H", "H", "H", "H", "H", "H", "H", "H", "H", "H", "H", "H", "H", "H", "H", "H", "H", "H", "H", "H", "H", "H", "H", "H", "H", "H", "H", "H", "H", "H", "H", "H", "H", "H", "H", "H", "H", "H", "H", "H", "H", "H", "H", "H", "H", "H", "H"],
  "positions_angstrom": [[0.6375, 5.0803, 2.4116], [-4.8991, -3.3447, 1.5357], [-1.2236, -0.4553, -0.0806], [-0.2647, -2.9016, 0.1763], [1.5527, 1.3907, -5.0902], [4.6418, -0.2373, 5.0769], [-3.0574, 1.4364, -0.0974], [-3.0448, 1.9975, -2.6773], [3.2609, -2.6237, -2.6245], [0.6120, 0.7587, 0.8089], [3.0075, -2.3505, -0.3335], [1.8039, 4.3262, 2.3443], [-3.7330, 0.8615, -3.1419], [2.5580, -1.8268, -1.6991], [1.4408, 0.0231, -4.8631], [-4.4263, -1.8695, -0.2525], [-4.0543, -3.2078, 0.4027], [2.6557, 0.0395, 3.9164], [2.3803, 4.3923, 0.9086], [-2.7006, -0.2390, -3.2884], [-0.2224, 0.4211, -0.4707], [-0.1297, -3.6219, 1.3785], [3.2693, 0.0123, 5.2661], [2.7630, -0.6841, -5.1519], [-2.9140, 2.3540, 0.9501], [-1.9878, 3.4677, 0.5095], [-0.0308, -2.6130, 2.5487], [-4.4469, 0.6130, -2.3566], [-0.8608, -1.9066, 2.5586], [-3.0779, -1.2545, -3.4088], [-2.4036, 3.9883, -0.3531], [1.5221, 1.2657, 0.4883], [3.3349, 3.8716, 0.8338], [-0.0192, -3.1272, 3.5097], [-4.0930, -0.9890, 0.2968], [-3.0135, 1.9322, -1.7201], [0.5699, -0.3531, -5.3998], [0.0736, 1.3062, 1.5826], [1.4909, -2.0279, -1.7936], [-1.9753, 4.1992, 1.3175], [3.0555, 0.8499, 3.3069], [-0.8613, -1.3306, 0.0752], [0.8981, -0.1621, 1.3172], [3.1155, 0.9552, 5.7909], [1.6812, 3.8830, 0.2453], [-0.9819, 3.0574, 0.4199], [3.1570, -0.6201, -6.1662], [-2.3321, 0.8200, 0.0275], [-0.6804, 1.2870, -0.9488], [-3.9107, 2.7632, 1.1152], [4.0865, -2.4614, -0.2254], [-2.1079, -0.0229, -4.1772], [-2.5095, 1.9768, 1.8894], [0.7266, 1.8187, -4.8538], [-4.2108, 1.0267, -4.1075], [-1.0915, -4.1113, 1.5321], [0.9029, -2.0722, 2.3942], [2.5960, -1.7385, -4.9322], [1.5179, 3.3261, 2.6699], [-2.0183, -0.1932, -2.4396], [5.0475, 0.5779, 4.7728], [0.2197, 5.0112, 3.2732], [-3.9711, -1.8315, -1.2422], [-4.6475, -4.1775, 1.9417], [2.8902, -0.7587, 5.9369], [-5.5000, -1.7050, -0.3423], [2.5434, -1.7833, 0.4733], [0.4298, -0.0541, -1.2035], [-0.1362, -3.5138, -0.5519], [2.5133, 4.7553, 3.0521], [-3.0168, -3.2944, 0.7256], [-4.2936, -4.0709, -0.2185], [1.2487, -0.1169, -3.7993], [2.6280, -0.9234, 3.4064], [1.5853, 0.2308, 3.9917], [4.1640, -2.3046, -2.5594], [2.7094, -3.3926, -0.2188], [2.7186, -0.7532, -1.7973], [0.7517, -4.2609, 1.4319], [3.5632, -0.2060, -4.5869], [2.5235, 5.4160, 0.5625]],
  "forces_ev_per_angstrom": [[-1.3, 1.1, -0.6], [0.0, -0.1, 0.7], [-1.4, 0.1, -0.2], [0.7, -0.1, -0.5], [0.4, 1.2, -0.4], [1.0, -0.2, 0.6], [-0.2, -0.6, 0.6], [0.0, 1.1, -1.4], [-0.1, 0.4, -0.9], [0.0, -0.1, -1.0], [-0.6, -0.1, 0.4], [0.7, 0.1, -0.2], [0.5, -0.6, 0.8], [0.3, -1.1, 1.4], [0.3, -0.4, 0.4], [0.6, -0.2, -0.1], [-1.1, 0.5, 0.1], [-2.1, 0.0, -0.4], [-0.6, -0.5, 0.7], [0.4, -0.2, -0.4], [1.5, 0.1, 1.3], [-1.1, 1.0, 2.0], [0.4, 0.0, 0.2], [-0.4, 0.2, -0.5], [-0.4, 1.7, -0.3], [-0.5, 0.4, 1.0], [0.4, -0.3, -0.8], [-0.5, -0.3, -0.3], [0.0, 0.0, -0.2], [-0.2, 0.0, 0.1], [0.5, -0.3, -0.3], [0.1, 0.3, 0.4], [0.0, 0.0, 0.2], [0.1, -0.1, -0.1], [0.4, -0.2, 0.2], [-0.1, 0.0, 0.5], [0.1, -0.5, -0.3], [-0.2, 0.4, -0.3], [0.0, 0.1, -0.3], [0.3, 0.2, 0.1], [0.2, -0.2, -0.2], [0.1, -0.5, 0.1], [0.1, -0.2, -0.3], [-0.1, 0.2, 0.0], [0.0, 0.1, -0.2], [0.0, 0.4, -0.5], [-0.6, 0.1, -0.4], [-0.1, -1.0, -0.3], [0.1, 0.1, 0.1], [0.0, 0.0, 0.4], [0.2, 0.8, 0.0], [0.2, 0.0, -0.1], [-0.3, -0.7, 0.0], [-0.1, 0.1, 0.0], [-0.2, 0.4, 0.2], [0.3, -0.9, 0.0], [0.0, 0.2, 0.4], [0.5, 0.1, 0.3], [0.7, -0.5, -0.3], [-0.1, -0.3, 0.1], [0.1, 0.0, -0.1], [0.2, -0.1, 0.0], [-0.1, 0.2, -0.1], [-0.2, 0.0, 0.3], [-0.1, -0.2, -0.3], [-0.1, -0.6, -0.1], [0.3, 0.1, 0.2], [0.2, 0.1, -0.2], [-0.1, 0.1, -0.3], [0.4, -0.2, 0.1], [0.3, 0.4, -0.3], [0.3, 0.1, -0.7], [-0.2, -0.3, 0.3], [0.8, 0.0, -0.1], [-0.3, 0.4, 0.2], [0.3, -0.2, -0.3], [-0.5, 0.0, -0.1], [0.2, 0.1, -0.2], [-0.2, -0.3, -0.4], [-0.1, -0.4, 0.6], [-0.1, 0.0, 0.2]],
  "smiles": "CCO.CCO.CCO.CCO.CCO.CCO.CCO.CCO.CCO",
  "e_above_lowest_ev": 3.900,
  "lumo_energy_ev": 0.2797,
  "homo_ev": -9.35
}



# 5
{
  "formula": "C4H10AlBBrO3",
  "method": "the ωB97M-V functional and the def2-TZVPD basis",
  "elements": ["Br", "Al", "O", "O", "O", "C", "C", "C", "C", "B", "H", "H", "H", "H", "H", "H", "H", "H", "H", "H"],
  "positions_angstrom": [[-2.7563, -2.0130, 2.2037], [-1.2651, -0.9052, 0.6380], [2.7875, -0.6651, -0.9585], [-2.2956, 1.8670, 1.4521], [1.0265, -2.0628, -0.8005], [1.6352, -0.9517, -1.2571], [0.8389, -0.1185, -2.2185], [0.5073, -1.9182, 0.5818], [0.2021, 2.0541, 1.1613], [-1.1069, 1.1586, 1.1324], [1.0812, 1.5773, 0.7395], [-0.2225, -0.2077, -2.0341], [0.0019, 2.9642, 0.5947], [0.4136, -2.9326, 0.9498], [0.4444, 2.3563, 2.1804], [1.1673, 0.9070, -2.1528], [1.0315, -0.4959, -3.2173], [-2.8330, 1.8621, 0.6611], [-1.9648, -1.0095, -0.8234], [1.3068, -1.4664, 1.1675]],
  "forces_ev_per_angstrom": [[0.2, 0.1, -0.1], [-0.1, -0.4, -0.3], [-1.3, -0.3, -0.2], [0.8, 0.5, -0.3], [0.0, 0.2, -0.2], [1.5, 0.1, 0.5], [0.0, -0.2, 0.1], [-0.3, 0.2, 0.1], [-0.2, -0.2, 0.0], [-0.1, 0.3, 0.3], [0.2, -0.2, 0.0], [-0.3, 0.0, 0.1], [0.0, 0.2, 0.0], [-0.1, -0.3, 0.0], [0.0, 0.1, 0.2], [0.1, 0.3, -0.1], [0.1, 0.0, -0.3], [-0.7, -0.4, 0.1], [-0.1, -0.1, 0.0], [0.2, 0.1, 0.1]],
  "lumo_energy_ev": 3.2854,
  "charge": -1,
  "homo_ev": -4.31
}



# 6
{
  "formula": "C4H14N2",
  "method": "the ωB97M-V functional and the def2-TZVPD basis",
  "elements": ["N", "N", "C", "C", "C", "C", "H", "H", "H", "H", "H", "H", "H", "H", "H", "H", "H", "H", "H", "H"],
  "positions_angstrom": [[2.2271, 0.4103, 1.1226], [-2.0252, 0.4633, -0.3317], [-1.8931, 0.9096, 1.0447], [2.6813, -0.4123, -1.1817], [-2.2646, -0.9414, -0.4913], [1.6353, -0.1690, -0.1014], [0.8126, 0.3693, -0.5870], [1.4478, 0.6336, 1.7361], [-2.8693, -1.2272, -1.3674], [1.2384, -1.1222, 0.2953], [-1.9521, 1.9969, 1.1400], [2.8693, 0.5305, -1.7044], [-2.8420, -1.3667, 0.3469], [-2.6836, 0.4687, 1.6757], [-2.8030, 0.9711, -0.7213], [-1.3195, -1.4973, -0.5353], [3.6317, -0.7062, -0.7393], [2.4030, -1.2011, -1.8876], [2.6501, 1.2813, 0.7937], [-0.9442, 0.6087, 1.4933]],
  "forces_ev_per_angstrom": [[0.1, 0.6, -1.3], [0.0, 0.8, -0.4], [-0.2, -0.4, 0.3], [0.4, 0.2, 0.4], [-0.2, -1.1, 0.5], [-0.1, -1.5, 0.4], [-0.1, 0.2, 0.5], [0.1, 0.3, 0.2], [0.4, 0.5, -0.1], [-0.1, 0.2, -0.7], [0.0, 0.1, -0.3], [0.0, -0.2, -0.2], [0.1, 0.0, 0.1], [0.1, 0.1, 0.2], [-0.1, 0.1, -0.2], [-0.1, 0.0, 0.0], [0.1, -0.1, 0.1], [-0.2, 0.3, 0.0], [-0.2, 0.1, 0.7], [0.1, -0.2, 0.0]],
  "s_squared": 0.750,
  "spin_multiplicity": 2,
  "e_above_lowest_ev": 0.454,
  "lumo_energy_ev": [4.0158, 3.8374],
  "charge": -1,
  "homo_ev": [1.44, -5.07]
}



# 7
{
  "formula": "F3Li3",
  "method": "the ωB97M-V functional and the def2-TZVPD basis",
  "elements": ["F", "F", "F", "Li", "Li", "Li"],
  "positions_angstrom": [[0.0358, 2.4444, 0.2235], [0.0512, -0.4241, -0.0047], [1.2671, -0.8963, 2.8469], [-1.3906, 1.2529, -0.2719], [1.5035, -1.0467, -1.3690], [-1.4670, -1.3301, -1.4248]],
  "forces_ev_per_angstrom": [[-1.8, -0.8, -1.1], [-1.3, -1.2, -3.2], [0.0, -0.3, -0.4], [2.7, 1.3, 1.6], [-0.3, 0.9, 1.9], [0.8, 0.1, 1.3]],
  "e_above_lowest_ev": 9.627,
  "lumo_energy_ev": -3.2721,
  "homo_ev": -6.12
}



# 8
{
  "formula": "C5H16NO3",
  "method": "the ωB97M-V functional and the def2-TZVPD basis",
  "elements": ["O", "O", "O", "N", "C", "C", "C", "C", "C", "H", "H", "H", "H", "H", "H", "H", "H", "H", "H", "H", "H", "H", "H", "H", "H"],
  "positions_angstrom": [[-1.9566, 1.9972, 0.1115], [0.9113, 1.8149, 2.3382], [-0.2171, -2.8872, 1.7305], [-0.3982, -0.2828, 0.3299], [0.2777, -0.8421, -1.9458], [-0.7163, -1.1287, -0.8753], [1.5448, 1.2660, 1.0509], [1.1505, 0.2633, -1.4056], [0.5543, 0.7900, -0.0777], [1.9820, 2.2297, 0.7659], [-1.2639, 0.0481, 0.7522], [2.1537, 0.5004, 1.4809], [0.1177, -0.9383, 1.0178], [-0.0603, 1.6717, -0.4591], [0.4291, -3.3944, 1.1650], [-1.8451, -1.0005, -1.2634], [-0.3680, -0.6364, -2.8545], [1.1720, 1.2180, -2.1186], [2.2681, -0.0555, -1.1728], [0.9506, -1.7404, -2.2227], [-0.9796, -3.3355, 2.0350], [-2.5248, 2.0626, 0.8616], [-0.0364, 2.0292, 1.9385], [-0.7126, -2.2090, -0.6134], [-2.4328, 2.5597, -0.5690]],
  "forces_ev_per_angstrom": [[-0.9, 1.0, -1.8], [-3.6, -0.8, -3.5], [2.6, 1.3, -1.4], [1.2, -2.0, 1.0], [0.5, -1.2, -2.0], [-3.4, -1.9, -0.3], [-2.0, 1.7, 1.3], [3.2, 2.6, -0.4], [-0.4, 2.1, -0.9], [0.9, -1.0, -0.9], [0.2, 0.2, 0.1], [0.9, -0.5, -0.5], [-1.4, 1.0, -0.8], [0.8, -1.3, 1.3], [-1.7, 0.1, 1.3], [2.6, 0.4, 1.2], [1.4, 0.3, 0.7], [0.4, -2.3, 1.4], [-2.2, 0.4, -0.9], [-1.3, 1.3, 0.5], [-0.8, -1.4, 0.1], [-0.8, 0.2, 1.0], [2.7, -0.1, 1.9], [0.1, 0.9, 0.4], [0.9, -1.0, 1.1]],
  "e_above_lowest_ev": 2.922,
  "lumo_energy_ev": -3.1466,
  "charge": 1,
  "homo_ev": -13.93
}



Values of max |F|, in order: 7.09; 2.40; 6.40; 2.46; 1.53; 1.56; 3.71; 5.09, all in eV/A.